This record from the OMol25 dataset describes C40H36BF6N9O7STl as an isolated structure. The level of theory is the ωB97M-V functional and the def2-TZVPD basis.

Geometry (Å):
Tl  0.90  0.62  0.57
C  -1.38  -2.33  1.74
C  -1.37  -1.10  2.58
C  -2.15  -0.87  3.72
C  -1.76  0.37  4.19
C  -2.23  1.08  5.41
N  -0.82  0.84  3.36
N  -0.58  -0.06  2.37
B  0.15  2.05  3.64
N  1.58  1.51  3.75
N  2.13  0.75  2.79
C  3.31  0.34  3.22
C  4.20  -0.54  2.41
C  3.54  0.84  4.50
C  2.42  1.59  4.81
C  2.12  2.35  6.05
N  0.03  3.13  2.56
N  0.69  3.02  1.39
C  0.49  4.14  0.71
C  1.07  4.40  -0.63
C  -0.33  5.00  1.45
C  -0.60  4.32  2.62
C  -1.43  4.75  3.78
H  -1.73  -3.17  2.35
H  -0.38  -2.56  1.38
H  -2.04  -2.22  0.89
H  -2.88  -1.53  4.14
H  -3.10  0.56  5.81
H  -2.50  2.11  5.21
H  -1.45  1.09  6.18
H  -0.18  2.52  4.69
H  3.62  -1.18  1.74
H  4.80  -1.15  3.07
H  4.87  0.06  1.79
H  4.40  0.69  5.11
H  2.97  2.31  6.71
H  1.25  1.95  6.57
H  1.90  3.40  5.83
H  1.70  3.57  -0.95
H  1.69  5.30  -0.60
H  0.29  4.56  -1.37
H  -0.67  5.98  1.18
H  -1.80  5.76  3.61
H  -0.86  4.74  4.71
H  -2.29  4.10  3.92
C  0.62  -6.62  -2.68
C  0.10  -5.50  -3.57
C  -1.18  -5.94  -4.27
C  -1.72  -4.84  -5.15
C  -1.94  -3.60  -4.34
C  -2.92  -2.69  -4.68
C  -3.09  -1.53  -3.92
F  -4.06  -0.67  -4.29
C  -2.31  -1.26  -2.83
C  -1.32  -2.18  -2.47
C  -0.45  -1.85  -1.32
O  -0.69  -0.81  -0.68
C  0.58  -2.79  -1.05
C  0.66  -3.92  -1.79
N  -0.15  -4.25  -2.82
C  -1.14  -3.35  -3.21
C  1.64  -2.63  0.03
O  2.31  -3.60  0.31
O  1.78  -1.48  0.56
H  0.65  -7.54  -3.26
H  -0.05  -6.77  -1.83
H  1.62  -6.44  -2.30
H  0.85  -5.28  -4.34
H  -1.92  -6.21  -3.51
H  -0.96  -6.84  -4.85
H  -2.65  -5.14  -5.64
H  -1.00  -4.63  -5.95
H  -3.55  -2.86  -5.53
H  -2.43  -0.36  -2.26
H  1.45  -4.61  -1.53
O  -3.27  3.47  -3.26
C  -3.84  3.37  -2.07
O  -4.94  3.80  -1.84
C  -3.06  2.70  -1.01
C  -3.53  2.51  0.27
N  -2.56  1.87  0.95
N  -1.49  1.65  0.19
C  -1.77  2.14  -1.00
C  -0.74  2.06  -2.08
O  -1.02  2.51  -3.18
O  0.37  1.53  -1.74
H  -2.37  3.04  -3.27
H  -4.46  2.78  0.71
H  -2.54  1.57  1.92
F  3.33  -0.13  -5.10
C  3.51  -0.01  -3.74
C  4.77  -0.14  -3.05
F  4.93  -0.99  -1.96
C  4.18  1.17  -2.92
F  4.66  2.35  -3.39
C  2.97  1.26  -1.95
S  3.12  1.46  -0.22
C  1.89  1.50  -2.86
F  1.67  2.37  -3.79
C  2.28  0.11  -2.90
F  1.57  -0.92  -2.48

Output
HOMO energy, eV: -4.09
Calculated total energy, Ha: -3760.140001
Energy above the lowest of the compared OMol25 structures with the same formula, charge and spin, kJ/mol: 678.0
Charge: -1

These are the Löwdin partial charges, in e, on atoms 1 to 8: Tl 0.894; C 0.002; C -0.306; C 0.017; C -0.287; C -0.020; N 0.025; N 0.061

***

This record from the OMol25 dataset describes C40H36N4O6PRuS4 as an isolated structure. The level of theory is the ωB97M-V functional and the def2-TZVPD basis.

Geometry (Å):
Ru  -0.45  0.67  1.18
O  -1.71  -1.19  0.26
C  -2.96  -1.41  0.90
C  -3.59  -0.07  1.13
C  -4.96  0.10  1.17
C  -5.48  1.32  1.55
C  -4.60  2.33  1.90
C  -3.25  2.09  1.81
N  -2.74  0.92  1.40
H  -1.10  -1.92  0.50
H  -2.81  -1.88  1.88
H  -3.60  -2.05  0.30
H  -5.60  -0.73  0.90
H  -6.55  1.48  1.57
H  -4.95  3.30  2.23
H  -2.54  2.85  2.07
C  1.49  6.23  -1.81
C  1.35  6.45  -0.45
C  0.95  5.43  0.39
C  0.67  4.15  -0.11
C  0.87  3.93  -1.47
C  1.26  4.96  -2.30
P  0.35  2.83  1.15
C  -0.20  3.79  2.58
C  0.30  3.49  3.84
C  -0.20  4.14  4.96
C  -1.19  5.09  4.82
C  -1.69  5.40  3.56
C  -1.20  4.75  2.44
C  1.94  2.08  1.38
C  3.23  2.57  1.52
C  4.26  1.65  1.54
C  3.97  0.29  1.43
C  2.67  -0.18  1.31
C  1.61  0.72  1.29
H  1.79  7.03  -2.47
H  1.55  7.43  -0.03
H  0.86  5.64  1.44
H  0.78  2.94  -1.89
H  1.40  4.75  -3.36
H  1.08  2.73  3.95
H  0.19  3.89  5.94
H  -1.59  5.59  5.70
H  -2.47  6.15  3.45
H  -1.59  4.99  1.46
H  3.42  3.64  1.57
H  5.29  1.98  1.63
H  4.79  -0.42  1.43
H  2.51  -1.25  1.24
O  5.07  -5.45  -2.36
C  4.31  -6.38  -1.63
N  3.63  -5.79  -0.50
C  2.46  -5.11  -0.71
O  1.93  -5.04  -1.80
C  1.85  -4.46  0.50
C  2.08  -4.89  1.80
C  1.46  -4.22  2.84
C  0.64  -3.15  2.55
N  0.42  -2.72  1.30
C  1.01  -3.38  0.30
H  4.47  -4.90  -2.87
H  5.00  -7.13  -1.26
H  3.55  -6.84  -2.26
H  4.17  -5.55  0.31
H  2.70  -5.75  2.00
H  1.60  -4.53  3.87
H  0.14  -2.58  3.33
H  0.83  -3.01  -0.70
C  2.69  0.23  5.10
O  1.58  0.34  4.20
C  0.38  -0.06  4.60
S  0.11  -0.71  6.09
S  -0.91  0.12  3.45
H  3.54  0.63  4.55
H  2.85  -0.80  5.39
H  2.49  0.81  6.00
O  -4.47  3.16  -1.56
S  -3.11  3.53  -1.84
O  -2.73  4.91  -1.69
N  -2.08  2.60  -0.95
C  -1.40  1.80  -1.70
S  -0.16  0.75  -1.13
C  -1.66  1.91  -3.17
C  -1.09  1.21  -4.22
C  -1.50  1.52  -5.51
C  -2.46  2.50  -5.74
C  -3.04  3.20  -4.68
C  -2.61  2.88  -3.41
H  -0.35  0.44  -4.03
H  -1.08  0.99  -6.35
H  -2.77  2.72  -6.75
H  -3.79  3.96  -4.85

Output
2S+1: 2
HOMO energy (spin up / spin down), eV: -7.71 / -7.69
Calculated total energy, Ha: -4245.356130
Energy above the lowest of the compared OMol25 structures with the same formula, charge and spin, kJ/mol: 67.9

These are the Löwdin partial charges, in e, on atoms 1 to 8: Ru 0.702; O -0.213; C -0.178; C -0.259; C -0.005; C -0.041; C -0.033; C -0.132

***

This record from the OMol25 dataset describes C40H36N5O2ReS4Si as an isolated structure. The level of theory is the ωB97M-V functional and the def2-TZVPD basis.

Geometry (Å):
Re  0.81  0.01  0.06
N  -0.29  -1.62  3.90
C  -0.14  -0.90  2.78
S  1.07  -1.53  1.61
N  -0.88  0.13  2.55
N  -0.63  0.72  1.34
C  -1.28  1.80  1.04
C  -2.13  2.51  2.02
C  -1.54  2.94  3.20
C  -2.30  3.63  4.13
C  -3.65  3.87  3.89
C  -4.24  3.44  2.71
C  -3.48  2.77  1.77
C  -1.07  2.30  -0.32
C  -1.70  3.45  -0.80
C  -1.44  3.89  -2.08
C  -0.52  3.19  -2.85
C  0.09  2.07  -2.30
N  -0.19  1.61  -1.09
H  0.47  -2.20  4.19
H  -0.86  -1.22  4.63
H  -0.50  2.72  3.39
H  -1.85  3.96  5.05
H  -4.24  4.40  4.62
H  -5.29  3.63  2.52
H  -3.93  2.43  0.84
H  -2.38  3.98  -0.15
H  -1.93  4.77  -2.47
H  -0.25  3.51  -3.84
H  0.84  1.53  -2.86
O  2.50  2.02  5.33
S  2.73  1.07  4.30
O  2.44  -0.32  4.53
N  1.90  1.53  2.92
C  2.72  1.74  1.95
S  2.15  2.10  0.33
C  4.16  1.62  2.26
C  5.26  1.80  1.43
C  6.52  1.61  1.97
C  6.68  1.24  3.30
C  5.58  1.05  4.13
C  4.34  1.25  3.58
H  5.12  2.09  0.40
H  7.40  1.76  1.36
H  7.68  1.10  3.70
H  5.70  0.75  5.17
C  3.52  0.11  -2.42
S  2.87  -0.75  -0.97
C  2.93  -2.46  -1.51
H  4.57  -0.14  -2.53
H  3.41  1.17  -2.22
H  2.98  -0.18  -3.32
H  2.24  -2.64  -2.34
H  2.66  -3.08  -0.65
H  3.95  -2.70  -1.81
C  -4.95  0.75  -2.25
C  -4.55  0.57  -0.93
C  -3.33  -0.01  -0.64
C  -2.48  -0.47  -1.66
C  -2.90  -0.28  -2.98
C  -4.12  0.33  -3.27
Si  -0.88  -1.40  -1.33
C  -1.27  -2.96  -0.33
C  -0.37  -4.03  -0.31
C  -0.59  -5.16  0.46
C  -1.73  -5.24  1.24
C  -2.65  -4.20  1.23
C  -2.42  -3.08  0.45
C  -0.23  -1.97  -3.01
C  -0.63  -3.22  -3.49
C  -0.24  -3.67  -4.74
C  0.56  -2.88  -5.55
C  0.97  -1.63  -5.10
C  0.57  -1.19  -3.85
H  -5.90  1.21  -2.47
H  -5.21  0.88  -0.12
H  -3.06  -0.15  0.40
H  -2.28  -0.62  -3.80
H  -4.42  0.45  -4.30
H  0.53  -3.99  -0.93
H  0.12  -5.97  0.44
H  -1.91  -6.12  1.85
H  -3.55  -4.26  1.83
H  -3.16  -2.29  0.45
H  -1.26  -3.86  -2.88
H  -0.57  -4.64  -5.09
H  0.87  -3.23  -6.53
H  1.58  -1.00  -5.73
H  0.89  -0.22  -3.51

Output
2S+1: 2
HOMO energy (spin up / spin down), eV: -10.89 / -10.77
Calculated total energy, Ha: -3930.520957
Energy above the lowest of the compared OMol25 structures with the same formula, charge and spin, kJ/mol: 33.0
Charge: +1

These are the Löwdin partial charges, in e, on atoms 1 to 8: Re 0.702; N 0.128; C -0.727; S 0.690; N 0.059; N -0.146; C -0.176; C -0.178

***

This record from the OMol25 dataset describes C40H37BBrF3IrN4O4P as an isolated structure. The level of theory is the ωB97M-V functional and the def2-TZVPD basis.

Geometry (Å):
Ir  0.29  0.59  -1.38
F  0.19  2.56  5.13
C  0.08  1.30  4.69
C  0.13  1.09  3.34
C  0.05  -0.21  2.82
C  0.16  -0.45  1.40
O  0.35  0.58  0.63
C  0.13  -1.78  0.97
C  -0.01  -2.78  1.91
N  -0.14  -2.57  3.21
C  -0.25  -3.72  4.12
C  -1.11  -4.87  3.72
C  -1.55  -3.96  4.83
C  -0.08  -1.28  3.72
C  -0.14  -1.04  5.09
C  -0.04  0.24  5.62
N  -0.07  0.43  7.01
C  -0.21  1.77  7.60
C  -0.40  1.63  9.11
N  -1.12  0.34  9.39
C  -0.23  -0.84  9.08
C  0.66  -0.48  7.89
C  0.27  -2.26  -0.44
O  0.33  -3.43  -0.70
O  0.28  -1.33  -1.40
H  0.27  1.94  2.70
H  -0.02  -3.81  1.58
H  0.68  -3.92  4.63
H  -0.75  -5.86  3.96
H  -1.66  -4.81  2.79
H  -1.50  -4.32  5.85
H  -2.36  -3.29  4.61
H  -0.28  -1.88  5.75
H  -1.07  2.27  7.16
H  0.67  2.41  7.44
H  -0.99  2.46  9.51
H  0.54  1.58  9.66
H  -1.95  0.29  8.80
H  -1.44  0.30  10.36
H  -0.88  -1.69  8.89
H  0.36  -1.04  9.97
H  0.94  -1.39  7.37
H  1.59  -0.01  8.22
O  0.28  0.66  -3.33
P  0.25  0.09  -4.78
C  -1.15  -0.99  -5.00
C  -1.19  -1.78  -6.15
C  -2.27  -2.61  -6.38
C  -3.31  -2.66  -5.46
C  -3.27  -1.88  -4.32
C  -2.20  -1.04  -4.08
C  0.13  1.49  -5.87
C  -1.07  1.79  -6.52
C  -1.15  2.93  -7.30
C  -0.05  3.76  -7.44
C  1.14  3.47  -6.79
C  1.24  2.33  -6.00
C  1.76  -0.80  -5.09
C  2.40  -0.72  -6.33
C  3.54  -1.47  -6.56
C  4.04  -2.29  -5.56
C  3.41  -2.38  -4.33
C  2.26  -1.64  -4.09
H  -0.37  -1.75  -6.87
H  -2.30  -3.23  -7.27
H  -4.15  -3.32  -5.64
H  -4.09  -1.92  -3.60
H  -2.17  -0.43  -3.19
H  -1.93  1.13  -6.42
H  -2.08  3.16  -7.82
H  -0.12  4.65  -8.06
H  2.00  4.11  -6.91
H  2.17  2.09  -5.52
H  2.01  -0.08  -7.11
H  4.04  -1.42  -7.52
H  4.94  -2.87  -5.74
H  3.80  -3.03  -3.56
H  1.74  -1.74  -3.14
Br  -1.87  5.16  1.37
C  -1.06  4.50  -0.19
C  -0.82  5.32  -1.29
C  -0.22  4.75  -2.40
C  0.13  3.42  -2.39
N  -0.11  2.64  -1.32
C  -0.69  3.17  -0.24
H  -1.10  6.36  -1.27
H  0.00  5.35  -3.27
H  0.61  2.96  -3.24
H  -0.87  2.51  0.60
F  3.09  0.18  -0.66
B  2.27  1.07  -1.16
F  2.68  2.28  -1.47

Output
2S+1: 2
HOMO energy (spin up / spin down), eV: -15.24 / -15.25
Calculated total energy, Ha: -5409.922113
Energy above the lowest of the compared OMol25 structures with the same formula, charge and spin, kJ/mol: 5.0
Charge: +3

These are the Löwdin partial charges, in e, on atoms 1 to 8: Ir 1.590; F 0.092; C -0.172; C 0.100; C -0.043; C -0.220; O -0.188; C -0.008

***

This record from the OMol25 dataset describes a 7-piece molecular cluster, C40H37F6N overall. The level of theory is the ωB97M-V functional and the def2-TZVPD basis.

Geometry (Å):
C  6.25  21.91  11.77
C  4.89  22.31  11.16
C  3.90  21.16  11.03
C  3.65  20.36  12.21
N  3.45  19.73  13.18
H  7.03  22.67  11.76
H  6.72  21.08  11.24
H  6.06  21.74  12.83
H  5.04  22.81  10.21
H  4.51  23.19  11.69
H  4.34  20.55  10.24
H  2.93  21.53  10.70
F  -7.21  19.09  6.12
C  -6.27  18.58  6.86
C  -5.14  17.98  6.36
C  -4.28  17.29  7.23
C  -4.44  17.41  8.57
C  -5.47  18.13  9.15
C  -6.38  18.77  8.26
H  -4.95  17.88  5.30
H  -3.38  16.82  6.86
H  -3.64  16.94  9.14
H  -5.80  18.13  10.18
H  -7.26  19.11  8.77
F  -1.16  17.36  10.26
C  0.07  17.15  9.77
C  0.30  15.99  9.10
C  1.61  15.65  8.73
C  2.73  16.36  9.17
C  2.46  17.58  9.82
C  1.16  17.98  10.09
H  -0.58  15.38  8.92
H  1.71  14.68  8.25
H  3.69  16.03  8.83
H  3.35  18.20  9.92
H  1.01  18.93  10.58
F  2.47  13.61  6.17
C  1.56  13.43  5.24
C  1.03  14.53  4.63
C  0.05  14.31  3.63
C  -0.23  13.00  3.19
C  0.29  11.94  3.88
C  1.16  12.13  4.96
H  1.38  15.52  4.88
H  -0.37  15.18  3.15
H  -0.77  12.80  2.27
H  0.04  10.95  3.55
H  1.55  11.25  5.45
F  7.25  13.85  7.75
C  6.68  14.98  7.34
C  7.45  16.15  7.37
C  6.89  17.35  7.03
C  5.63  17.37  6.52
C  4.87  16.23  6.47
C  5.36  15.06  6.95
H  8.48  15.89  7.55
H  7.40  18.31  7.05
H  5.13  18.33  6.43
H  3.83  16.28  6.17
H  4.74  14.18  6.98
F  -2.65  19.06  12.00
C  -1.94  19.58  13.06
C  -2.66  20.25  14.02
C  -1.98  20.74  15.14
C  -0.57  20.49  15.25
C  0.15  19.77  14.25
C  -0.57  19.31  13.20
H  -3.72  20.42  13.98
H  -2.50  21.29  15.91
H  -0.11  20.95  16.11
H  1.20  19.53  14.40
H  -0.09  18.67  12.47
F  5.80  18.26  10.33
C  6.65  17.33  10.77
C  6.28  16.20  11.52
C  7.18  15.22  11.98
C  8.54  15.37  11.55
C  8.90  16.47  10.80
C  7.96  17.48  10.43
H  5.26  15.95  11.77
H  6.84  14.33  12.48
H  9.22  14.55  11.74
H  9.91  16.50  10.40
H  8.17  18.34  9.81

Output
2S+1: 2
HOMO energy (spin up / spin down), eV: -10.68 / -10.68
Calculated total energy, Ha: -2199.957858
Charge: +1

These are the Löwdin partial charges, in e, on atoms 1 to 8: C -0.089; C -0.250; C -0.198; C -0.215; N 0.152; H 0.074; H 0.069; H 0.074

***

no.,F_max (eV/Å)
1,1.81
2,0.65
3,0.83
4,0.56
5,3.82